*A*
{"formula": "C4H9N2O2", "method": "ωB97M-V/def2-TZVPD", "lumo_energy_ev": -3.86, "smiles": "N[C@@H]1C(=O)CO[C@H]1[NH3+]", "total_charge": 1, "symbols": ["N", "C", "C", "O", "C", "O", "C", "N", "H", "H", "H", "H", "H", "H", "H", "H", "H"], "coordinates": [[-1.3099, -0.8193, 1.2419], [-0.6148, 0.1906, 0.5115], [-1.3393, 0.3614, -0.8509], [-2.5023, 0.2798, -0.9664], [-0.1603, 0.3909, -1.9502], [1.0804, 0.3183, -1.2621], [0.8246, -0.3129, 0.0045], [1.8125, 0.1999, 1.0245], [-2.2035, -0.3105, 1.5907], [-1.5776, -1.6308, 0.6782], [-0.5270, 1.0665, 1.2014], [-0.3259, -0.4937, -2.5548], [-0.1916, 1.3131, -2.5244], [0.9623, -1.3858, -0.0627], [2.7456, 0.0746, 0.6912], [1.6840, -0.4607, 1.8481], [1.6428, 1.2186, 1.3796]]}

*B*
{"formula": "C4H9N2O2", "method": "ωB97M-V/def2-TZVPD", "lumo_energy_ev": [-6.50, -6.57], "smiles": "CN[C@H](C)C(O)=[N+]=O", "total_charge": 1, "symbols": ["C", "N", "C", "C", "C", "O", "N", "O", "H", "H", "H", "H", "H", "H", "H", "H", "H"], "coordinates": [[-0.1052, 1.9673, 0.7737], [-0.3942, 0.6349, 0.4498], [0.2537, -0.0746, -0.5265], [-0.3985, -1.3843, -0.9760], [1.7912, -0.6957, 0.2182], [1.3630, -1.2772, 1.3001], [2.8177, -0.4521, -0.3405], [3.4321, 0.1237, -1.1627], [-0.9602, 2.5119, 1.3043], [0.8017, 1.9381, 1.4103], [-0.1235, 2.3984, -0.2069], [-1.1514, 0.2934, 1.0151], [0.8387, 0.4152, -1.2275], [-0.8755, -1.7094, -0.0825], [0.3045, -2.0551, -1.4061], [-1.0471, -1.2822, -1.9144], [2.0195, -1.9753, 1.3702]]}

From most stable to least stable, the computed energies give *A*, *B*.

*A*
{"formula": "C4H7F2N", "method": "ωB97M-V/def2-TZVPD", "lumo_energy_ev": [0.93, 0.06], "symbols": ["C", "C", "C", "C", "N", "F", "F", "H", "H", "H", "H", "H", "H", "H"], "coordinates": [[0.0886, 0.3894, -0.2393], [0.7832, 1.5823, 0.4043], [0.0055, -0.9355, 0.5896], [-1.3458, -1.0738, -3.1584], [-0.2529, 0.5031, -1.4281], [-1.9507, -0.1322, -3.8902], [-2.2074, -1.7421, -2.4564], [1.3665, 1.2324, 1.3400], [0.1231, 2.3032, 0.7970], [1.4056, 2.0505, -0.4354], [-1.0434, -1.3127, 0.7641], [0.4776, -0.7839, 1.5693], [0.5327, -1.7223, 0.0638], [-0.7497, -1.7415, -3.6587]]}

*B*
{"formula": "C4H7F2N", "method": "ωB97M-V/def2-TZVPD", "lumo_energy_ev": 0.89, "smiles": "NC/C=C\\C(F)F", "symbols": ["N", "C", "C", "C", "C", "F", "F", "H", "H", "H", "H", "H", "H", "H"], "coordinates": [[0.0032, -1.5428, 1.9877], [-0.5113, -0.6893, 0.8837], [0.6295, -0.4817, -0.0596], [0.7335, 0.4572, -1.0706], [-0.2212, 1.4368, -1.6001], [-1.5186, 1.1556, -1.1614], [-0.1452, 1.3357, -2.9888], [-0.7122, -1.6675, 2.6715], [0.7908, -1.0816, 2.4380], [-1.3538, -1.1861, 0.3932], [-0.8920, 0.2641, 1.2109], [1.5096, -1.0822, 0.1899], [1.7248, 0.5401, -1.5531], [-0.0370, 2.5418, -1.3412]]}

From most stable to least stable, the computed energies give *B*, *A*.

*A*
{"formula": "C4H13N2O2", "method": "ωB97M-V/def2-TZVPD", "multiplicity": 2, "s2": 0.788, "lumo_energy_ev": [-8.51, -13.35], "total_charge": 2, "symbols": ["C", "C", "C", "C", "N", "O", "N", "H", "H", "H", "H", "H", "H", "H", "H", "H", "H", "H", "H", "H", "O"], "coordinates": [[0.6230, 0.5807, -2.4132], [1.0493, -0.1799, -1.2509], [-0.0206, -0.6279, -0.2671], [0.0487, -0.3105, 1.1499], [-1.0896, -0.4771, 1.9545], [0.9842, 0.1584, 1.8557], [1.9770, 0.9153, -0.5095], [1.3936, 0.8804, -3.2241], [0.1414, 1.5313, -2.0065], [-0.2031, 0.0596, -3.0058], [1.8196, -0.9973, -1.3872], [-1.0459, -0.3228, -0.6609], [-0.2209, -1.7452, -0.3644], [-1.9963, -0.7678, 1.6322], [-1.1942, -0.1642, 2.9048], [1.4619, 1.9602, -0.4326], [2.7810, 1.0873, -1.0915], [2.1717, 0.5794, 0.4357], [-3.2095, -0.3710, -0.9724], [-3.0651, 0.4533, 0.3808], [-2.8903, -0.4116, -0.0601]]}

*B*
{"formula": "C4H13N2O2", "method": "ωB97M-V/def2-TZVPD", "multiplicity": 2, "s2": 0.762, "lumo_energy_ev": [-7.89, -12.30], "total_charge": 2, "symbols": ["N", "C", "C", "N", "C", "C", "O", "H", "H", "H", "H", "H", "H", "H", "H", "H", "H", "H", "H", "H", "O"], "coordinates": [[3.2684, 0.4017, -0.0647], [2.0562, -0.4290, 0.0973], [0.9107, 0.5545, 0.4837], [-0.4226, 0.1408, 0.2161], [-0.7392, -1.2375, -0.0333], [-1.4859, 1.0553, 0.5724], [1.1596, 1.6975, 0.7505], [3.0658, 1.3426, 0.3265], [3.4986, 0.4806, -1.0612], [4.1004, -0.0306, 0.3505], [2.1001, -1.1643, 0.9115], [1.7463, -0.9490, -0.8012], [-1.8188, -1.3936, 0.0211], [-0.5469, -1.4655, -1.0972], [-0.1973, -1.8953, 0.6561], [-1.0152, 1.9930, 0.8482], [-2.0971, 1.2909, -0.2970], [-2.0857, 0.6509, 1.3982], [-3.6801, 0.1307, -1.7148], [-4.3254, -0.7198, -0.5880], [-3.4917, -0.4540, -0.9745]]}

From most stable to least stable, the computed energies give *B*, *A*.

*A*
{"formula": "C5H9BrN3O2", "method": "ωB97M-V/def2-TZVPD", "lumo_energy_ev": -4.12, "smiles": "CN1[C@@H]([N+](=O)[O-])C(Br)=C[N@H+]1C", "total_charge": 1, "symbols": ["C", "N", "C", "N", "O", "O", "C", "Br", "C", "N", "C", "H", "H", "H", "H", "H", "H", "H", "H", "H"], "coordinates": [[1.4199, 0.4156, 1.4831], [0.4129, 0.2946, 0.4979], [-1.0449, 0.4887, 0.6862], [-1.4413, 1.8661, -0.1087], [-1.9531, 2.7092, 0.5424], [-1.2865, 1.9146, -1.2782], [-1.7486, -0.6754, 0.1138], [-3.5096, -1.0389, -0.0092], [-0.7762, -1.4507, -0.4963], [0.5748, -0.9617, -0.3148], [1.2183, -0.5348, -1.5789], [2.2421, 0.9091, 0.8881], [1.1275, 1.1138, 2.1601], [1.6361, -0.5059, 1.9176], [-1.4873, 0.5944, 1.7550], [-0.8696, -2.3483, -0.9242], [1.2797, -1.4853, 0.0953], [0.5645, 0.1083, -2.1619], [2.0918, 0.0154, -1.2624], [1.5492, -1.4286, -2.0049]]}

*B*
{"formula": "C5H9BrN3O2", "method": "ωB97M-V/def2-TZVPD", "lumo_energy_ev": -3.78, "smiles": "CN1[C@@H]([N+](=O)[O-])C(Br)=C[N@H+]1C", "total_charge": 1, "symbols": ["C", "N", "C", "N", "O", "O", "C", "Br", "C", "N", "C", "H", "H", "H", "H", "H", "H", "H", "H", "H"], "coordinates": [[0.5024, 0.3295, 1.6903], [-0.2709, 0.6081, 0.4950], [-1.6279, 0.9506, 0.6971], [-2.0762, 2.1262, -0.1205], [-3.0002, 2.7415, 0.3168], [-1.4871, 2.3022, -1.1531], [-2.4506, -0.4308, -0.0869], [-4.2592, -0.6859, 0.0479], [-1.4590, -1.0521, -0.7040], [-0.1472, -0.4363, -0.5017], [0.4307, 0.0944, -1.7598], [1.5474, 0.1854, 1.4174], [0.4587, 1.2038, 2.3359], [0.1340, -0.5404, 2.2437], [-1.9628, 1.0622, 1.7268], [-1.5052, -1.9300, -1.3225], [0.5098, -1.1462, -0.1408], [0.5370, -0.7058, -2.4887], [-0.2224, 0.8757, -2.1487], [1.4058, 0.5300, -1.5481]]}

From most stable to least stable, the computed energies give *B*, *A*.

*A*
{"formula": "C3H2O", "method": "ωB97M-V/def2-TZVPD", "lumo_energy_ev": [-2.43, -2.43], "symbols": ["C", "C", "C", "O", "H", "H"], "coordinates": [[0.2591, 0.1523, 1.1192], [0.2903, 0.3507, 2.3804], [0.3320, -0.4332, -0.0284], [-0.6945, 0.1355, -1.6384], [0.6510, -1.3697, -0.2794], [-0.8379, 1.1644, -1.5534]]}

*B*
{"formula": "C3H2O", "method": "ωB97M-V/def2-TZVPD", "lumo_energy_ev": 0.06, "smiles": "C#CC=O", "symbols": ["C", "C", "C", "O", "H", "H"], "coordinates": [[1.0308, 0.4694, -1.1821], [0.2355, 0.1832, -0.2934], [-0.8385, -0.4036, 0.7840], [-0.4291, -1.1805, 1.5852], [1.9444, 0.9496, -1.6430], [-1.9432, -0.0180, 0.7493]]}

From most stable to least stable, the computed energies give *B*, *A*.

*A*
{"formula": "C3H2O", "method": "ωB97M-V/def2-TZVPD", "lumo_energy_ev": 0.01, "symbols": ["C", "C", "C", "O", "H", "H"], "coordinates": [[-1.2751, -0.1403, 0.6339], [-0.1307, -0.3609, 0.2203], [1.6769, -0.9013, -0.5691], [2.1270, -1.9859, -0.4572], [-2.1569, 0.1009, 1.1565], [2.1515, -0.1296, -1.0666]]}

*B*
{"formula": "C3H2O", "method": "ωB97M-V/def2-TZVPD", "lumo_energy_ev": -0.19, "smiles": "C#CC=O", "symbols": ["C", "C", "C", "O", "H", "H"], "coordinates": [[1.4997, -0.3539, 0.0301], [0.3217, -0.0042, -0.0238], [-1.0936, 0.2407, -0.0281], [-1.9284, -0.6277, 0.0065], [2.5394, -0.5571, -0.0688], [-1.3388, 1.3022, 0.0841]]}

From most stable to least stable, the computed energies give *B*, *A*.

*A*
{"formula": "CH4O3S", "method": "ωB97M-V/def2-TZVPD", "lumo_energy_ev": 0.45, "smiles": "CS(=O)(=O)O", "symbols": ["C", "S", "O", "O", "O", "H", "H", "H", "H"], "coordinates": [[0.9125, 0.4735, 0.3847], [-0.7431, 0.1560, -0.1500], [-1.2426, -0.5560, 1.0182], [-1.5110, 1.3144, -0.6280], [-0.4173, -1.0340, -1.3404], [1.6336, -0.0723, -0.2187], [0.8210, 0.1392, 1.4141], [1.1914, 1.4396, 0.3088], [-0.6445, -1.8603, -0.7889]]}

*B*
{"formula": "CH4O3S", "method": "ωB97M-V/def2-TZVPD", "lumo_energy_ev": 0.81, "symbols": ["C", "O", "O", "O", "S", "H", "H", "H", "H"], "coordinates": [[-0.7253, 0.3404, 1.1791], [0.6606, -1.6440, 0.1231], [1.1389, 0.2726, -2.1374], [0.2371, 0.5499, -1.0974], [0.8013, -0.2188, 0.3290], [-0.7872, 1.4184, 1.0962], [-0.6615, 0.0414, 2.2200], [-1.5798, -0.1298, 0.7070], [0.9160, -0.6302, -2.4197]]}

*C*
{"formula": "CH4O3S", "method": "ωB97M-V/def2-TZVPD", "lumo_energy_ev": 0.51, "smiles": "OC(O)(O)S", "symbols": ["O", "C", "O", "O", "S", "H", "H", "H", "H"], "coordinates": [[0.6734, 1.2521, -0.6184], [0.1832, 0.1261, 0.0132], [0.4836, -0.9805, -0.7877], [0.6460, -0.0077, 1.2895], [-1.6799, 0.3025, -0.0566], [0.5373, 0.9631, -1.5955], [-0.1711, -1.6642, -0.8381], [1.4936, 0.4274, 1.5065], [-2.1661, -0.4189, 1.0870]]}

From most stable to least stable, the computed energies give *C*, *A*, *B*.

*A*
{"formula": "CH4O3S", "method": "ωB97M-V/def2-TZVPD", "lumo_energy_ev": [-0.77, -0.33], "symbols": ["C", "O", "O", "O", "S", "H", "H", "H", "H"], "coordinates": [[-1.2274, 0.3557, -1.5468], [1.6412, -1.5077, 1.4320], [-0.9878, 1.7236, 0.5228], [0.1819, 1.7243, 0.0032], [0.3393, 0.9090, -1.4292], [2.5564, -1.6765, 1.8492], [-1.8687, 0.5678, -0.6400], [-1.5413, -0.4518, -2.1998], [0.9063, -1.6445, 2.0085]]}

*B*
{"formula": "CH4O3S", "method": "ωB97M-V/def2-TZVPD", "lumo_energy_ev": 0.37, "symbols": ["C", "O", "O", "O", "S", "H", "H", "H", "H"], "coordinates": [[-0.2464, -0.8447, 0.7960], [0.8867, -0.5855, 1.2860], [-1.2324, -0.0849, 0.6782], [0.4657, -0.5088, -1.1734], [-0.1963, 0.7013, -1.7028], [-0.3105, -1.8400, 0.5401], [0.7900, 0.3743, 1.4395], [-0.8786, 0.9126, -0.4735], [0.7218, 1.8759, -1.3900]]}

*C*
{"formula": "CH4O3S", "method": "ωB97M-V/def2-TZVPD", "lumo_energy_ev": 0.72, "symbols": ["C", "O", "O", "O", "S", "H", "H", "H", "H"], "coordinates": [[-0.4351, 1.3444, 0.1852], [-1.1875, -1.2830, 0.2935], [1.4506, -1.8934, -0.3132], [1.0436, -0.5007, -0.5454], [-0.1199, -0.4039, 0.6438], [-1.1600, 1.8132, 0.8198], [-0.8798, 1.5014, -0.7366], [0.4902, 1.9741, 0.2801], [0.7979, -2.5522, -0.6272]]}

From most stable to least stable, the computed energies give *B*, *C*, *A*.